61
Properties=species:S:1:pos:R:3:forces:R:3:lowdin_charge:R:1 method="wB97M-V/def2-TZVPD" homo_energy_ha=-0.12722 e_lumo_ha=0.00581 total_charge=-1
Cl 4.026 1.897 -3.857 -0.2 -0.5 0.0 0.50
B 3.291 0.200 -3.857 1.3 -0.4 0.7 -1.84
Cl 3.703 -0.724 -5.433 -0.4 0.3 0.2 0.46
Cl 3.837 -0.870 -2.392 -0.3 0.5 -0.6 0.50
O 1.806 0.411 -3.724 -1.8 -0.9 -0.3 -0.04
C 0.939 -0.518 -3.722 1.3 0.9 -0.2 -0.05
C -0.458 -0.235 -3.914 -1.1 0.1 -0.6 -0.16
C -1.331 -1.330 -4.171 0.5 0.7 0.2 -0.02
C -2.703 -1.130 -4.247 -0.1 0.1 -0.1 -0.09
C -3.222 0.169 -4.148 1.4 -0.2 0.3 -0.66
Cl -4.915 0.399 -4.106 -0.3 0.1 -0.1 0.71
C -2.357 1.278 -4.053 -0.1 -0.1 -0.1 -0.08
C -0.984 1.089 -3.968 0.4 -0.6 0.1 0.04
H 1.290 -1.563 -3.654 -0.1 0.5 0.0 0.14
H -0.892 -2.314 -4.362 -0.3 0.2 0.5 0.13
H -3.383 -1.976 -4.357 0.2 0.3 -0.1 0.11
H -2.780 2.283 -4.031 0.1 -0.3 0.0 0.11
H -0.287 1.938 -3.984 -0.4 -0.4 0.4 0.14
C -1.499 -3.524 -1.130 0.0 -0.2 0.0 -0.07
C -0.665 -2.271 -1.155 0.1 -0.1 1.0 -0.25
O -0.030 -2.153 0.133 -1.2 -0.8 -1.7 -0.05
C 0.617 -0.965 0.236 1.6 0.5 2.2 -0.48
C 1.326 -0.927 1.488 -0.4 0.9 -1.5 -0.12
C 2.118 0.210 1.882 -0.9 -0.8 0.7 -0.40
O 2.310 0.416 3.098 0.6 0.2 0.0 -0.04
C 2.718 1.163 0.880 -0.2 -0.1 -0.2 -0.13
C 1.747 2.270 0.459 -0.1 0.1 -0.3 -0.20
C 1.198 3.204 1.561 0.1 0.3 -0.3 -0.19
C -0.226 2.900 2.076 -0.2 0.1 0.1 -0.20
C -0.332 2.388 3.521 0.1 -0.2 0.3 -0.21
C -1.593 1.532 3.775 0.3 0.0 -0.3 -0.22
C -1.543 0.138 3.122 -0.1 0.1 -0.3 -0.21
C -0.774 -0.906 3.937 0.0 0.0 0.2 -0.21
C -0.310 -2.121 3.120 0.2 -0.2 0.1 -0.20
C 1.085 -2.043 2.468 0.0 0.8 0.1 -0.17
O 0.476 -0.115 -0.652 0.1 0.0 -0.7 -0.01
H -1.959 -3.657 -2.109 -0.1 -0.2 -0.1 0.05
H -0.873 -4.397 -0.909 -0.2 0.1 0.0 0.08
H -2.300 -3.452 -0.383 0.2 0.0 -0.1 0.08
H 0.139 -2.326 -1.900 -0.3 0.0 -0.1 0.10
H -1.275 -1.376 -1.322 0.2 -0.2 -0.2 0.12
H 3.599 1.605 1.348 0.0 0.0 0.0 0.11
H 3.025 0.594 -0.010 -0.1 0.3 0.2 0.08
H 2.270 2.875 -0.299 -0.1 0.0 0.2 0.10
H 0.916 1.778 -0.060 0.2 0.3 0.1 0.08
H 1.907 3.254 2.397 -0.1 0.0 -0.1 0.11
H 1.157 4.211 1.110 0.1 -0.2 0.2 0.09
H -0.816 3.830 2.033 0.0 -0.2 -0.1 0.10
H -0.729 2.205 1.389 0.2 0.0 0.1 0.10
H 0.578 1.824 3.785 -0.3 0.0 -0.1 0.09
H -0.372 3.256 4.200 0.1 -0.2 -0.1 0.10
H -1.743 1.406 4.857 0.0 0.1 -0.2 0.10
H -2.459 2.080 3.377 0.0 0.0 0.1 0.10
H -2.576 -0.223 2.981 0.2 0.0 0.0 0.11
H -1.120 0.207 2.108 0.0 0.1 0.3 0.10
H 0.077 -0.440 4.461 -0.1 -0.1 -0.3 0.11
H -1.459 -1.270 4.724 0.2 0.1 -0.1 0.10
H -0.243 -2.974 3.802 -0.3 -0.2 0.0 0.09
H -1.069 -2.356 2.357 0.2 0.0 0.2 0.10
H 1.296 -2.987 1.966 0.0 -0.2 0.2 0.10
H 1.823 -1.865 3.254 0.0 -0.3 0.1 0.11

=====

12
Properties=species:S:1:pos:R:3:forces:R:3:lowdin_charge:R:1 method="wB97M-V/def2-TZVPD" homo_energy_ha=-0.33271 e_lumo_ha=0.02782 smiles=c1c[nH]cn1.O
C 0.089 -0.012 -1.271 1.2 -0.2 0.6 -0.17
C 1.360 0.285 -0.828 -1.5 -0.1 -0.7 -0.11
N 1.164 1.217 0.161 1.2 -0.5 0.1 0.04
C -0.161 1.371 0.326 -0.9 -0.2 0.1 -0.23
N -0.857 0.637 -0.514 0.3 0.1 -0.3 0.04
H -0.070 -0.727 -2.055 -0.7 0.0 -0.1 0.09
H 2.274 -0.156 -1.178 0.4 0.4 0.3 0.10
H 1.914 1.565 0.731 -0.2 0.3 0.2 0.15
H -0.615 1.945 1.116 0.2 0.3 0.0 0.11
H -2.464 -2.067 1.318 0.7 -0.5 -0.3 0.05
H -1.046 -1.644 1.147 0.7 0.7 -0.1 -0.01
O -1.587 -2.414 1.046 -1.4 -0.2 0.4 -0.07

=====

65
Properties=species:S:1:pos:R:3:forces:R:3:lowdin_spin:R:1 method="wB97M-V/def2-TZVPD" multiplicity=5 homo_energy_ha="-0.18166 / -0.27875" e_lumo_ha="-0.02891 / -0.04163" s2=6.06
Pd 0.358 0.118 -0.007 -0.5 0.0 0.1 1.05
C 0.438 -1.867 4.334 0.1 0.0 0.1 0.00
O -0.923 -1.488 4.441 -0.2 0.2 -0.1 -0.01
C -1.681 -2.003 3.389 0.0 0.1 -0.2 0.01
C -2.639 -2.953 3.704 0.1 -0.1 0.2 0.19
C -3.407 -3.546 2.693 0.1 0.0 0.0 0.00
C -3.176 -3.203 1.395 0.1 0.1 0.0 0.13
C -2.208 -2.200 1.025 0.1 0.2 0.1 0.06
C -2.085 -1.941 -0.315 0.3 0.4 -0.5 0.36
N -1.211 -0.988 -0.953 -0.1 -0.4 0.5 0.50
N -1.375 -0.975 -2.241 -0.3 -0.1 0.1 0.22
C -0.545 -0.125 -2.882 0.2 0.2 0.0 0.15
O 0.348 0.553 -2.300 -0.1 -0.2 -0.1 0.22
C -0.738 -0.027 -4.351 0.1 0.0 0.1 0.01
C -1.758 -0.720 -5.003 0.0 0.0 0.0 0.03
C -1.909 -0.606 -6.376 0.0 0.0 0.0 0.00
C -1.046 0.196 -7.112 0.0 0.0 0.0 0.03
C -0.031 0.890 -6.469 0.0 0.0 0.0 0.00
C 0.121 0.780 -5.095 -0.1 0.0 0.0 0.02
C -1.471 -1.526 2.082 0.2 0.5 -0.1 0.15
O -0.669 -0.474 1.862 -0.3 -0.5 0.5 0.16
H 0.942 -1.497 5.228 0.0 0.0 0.0 0.00
H 0.895 -1.454 3.429 0.0 0.0 0.1 0.00
H 0.521 -2.955 4.303 0.1 -0.1 0.0 0.00
H -2.757 -3.244 4.740 0.0 0.0 0.0 0.01
H -4.145 -4.294 2.950 0.0 0.0 0.0 0.00
H -3.733 -3.677 0.597 0.0 0.0 0.0 0.00
H -2.706 -2.501 -1.002 0.0 0.1 -0.1 0.02
H -2.423 -1.344 -4.424 0.0 0.0 0.0 0.00
H -2.702 -1.147 -6.875 0.0 0.0 0.0 0.00
H -1.167 0.283 -8.185 0.0 0.0 0.0 0.00
H 0.644 1.515 -7.039 0.0 0.0 0.0 0.00
H 0.900 1.324 -4.582 0.0 0.0 0.0 0.00
N -0.596 1.343 4.059 -0.4 -1.0 -0.6 0.00
C 0.605 1.597 4.507 0.0 -0.1 -0.1 0.01
N 0.762 1.970 5.789 0.5 0.7 0.0 0.00
N 1.744 1.511 3.771 0.3 -0.2 0.4 0.06
C 1.814 1.118 2.589 -0.5 -0.2 -0.8 0.13
N 1.960 0.792 1.439 0.5 0.9 0.8 0.04
H -1.256 1.005 4.755 0.0 0.3 -0.1 0.00
H -0.686 0.773 3.167 0.1 0.1 0.1 0.00
H 0.030 2.553 6.168 -0.1 -0.3 0.2 0.00
H 1.694 2.291 6.020 -0.1 -0.2 0.0 0.00
C 3.435 0.240 -1.206 0.0 0.0 0.0 0.01
C 3.279 1.604 -0.524 0.1 -0.1 0.1 0.03
C 4.476 1.780 0.438 0.0 0.0 0.0 0.02
C 2.001 1.668 0.288 -0.3 -0.6 -0.3 0.35
C 3.221 2.753 -1.531 0.0 0.1 0.0 0.00
C 3.731 4.012 -1.217 0.0 0.0 0.0 0.00
C 3.651 5.064 -2.119 0.0 0.0 0.0 0.00
C 3.053 4.878 -3.355 0.0 0.0 0.0 0.00
C 2.527 3.635 -3.673 0.0 0.0 0.0 0.00
C 2.608 2.587 -2.769 0.0 0.0 0.0 0.00
H 3.496 -0.546 -0.449 0.0 0.0 0.0 0.00
H 4.355 0.220 -1.792 0.0 0.0 0.0 0.00
H 2.596 0.009 -1.858 0.0 0.0 0.0 0.00
H 4.631 0.861 1.004 0.0 0.0 0.0 0.00
H 4.317 2.587 1.157 0.0 0.0 0.0 0.00
H 5.385 1.997 -0.121 0.0 0.0 0.0 0.00
H 1.634 2.668 0.498 -0.1 0.0 0.1 0.02
H 4.205 4.186 -0.261 0.0 0.0 0.0 0.00
H 4.060 6.030 -1.852 0.0 0.0 0.0 0.00
H 2.995 5.695 -4.063 0.0 0.0 0.0 0.00
H 2.045 3.479 -4.630 0.0 0.0 0.0 0.00
H 2.164 1.636 -3.018 0.0 0.0 0.0 0.00

=====

12
Properties=species:S:1:pos:R:3:forces:R:3:lowdin_charge:R:1 method="wB97M-V/def2-TZVPD" homo_energy_ha=-0.11407 e_lumo_ha=0.14073 total_charge=-1
C 1.532 -0.408 -0.183 0.1 -0.1 0.2 -0.59
C 0.674 0.235 -1.360 -0.6 -0.3 0.8 -0.06
C -1.262 0.569 0.950 -0.8 0.1 -0.7 -0.92
O 2.751 -0.375 -0.026 -1.1 0.8 -1.3 0.01
O 0.875 -1.136 0.713 -0.7 0.0 -0.2 -0.34
P -0.875 -1.100 1.058 0.7 0.0 -0.3 0.72
Cl -2.426 0.837 -0.466 -0.3 0.3 -0.1 0.24
H 1.268 0.807 -2.058 0.6 -0.7 -0.5 0.05
H -0.071 -0.502 -1.806 1.4 0.6 0.3 0.08
H -0.033 1.026 -1.047 0.5 -0.6 0.8 -0.01
H -0.639 -0.862 2.412 0.3 -0.5 0.7 -0.08
H -1.792 0.909 1.813 -0.2 0.4 0.5 -0.08

=====

13
Properties=species:S:1:pos:R:3:forces:R:3:lowdin_charge:R:1 method="wB97M-V/def2-TZVPD" homo_energy_ha="-0.54979 / -0.54981" e_lumo_ha="-0.25422 / -0.25420" smiles="C=C1C[N+](C)=N1" total_charge=+1
C 1.559 0.233 0.135 -4.2 -2.1 -1.1 -0.13
C 0.227 -1.005 0.084 0.4 -1.5 2.0 0.01
C 2.800 -0.160 0.166 4.4 2.4 0.6 0.20
C -1.796 0.462 -0.251 1.6 -3.7 -2.1 0.09
N -0.382 -0.003 -0.644 0.5 1.2 3.0 -0.13
N 0.635 0.855 -0.629 0.3 2.0 -1.3 0.16
H 0.802 -1.730 -0.404 0.6 -0.9 -1.5 0.10
H -0.311 -1.527 0.930 0.4 1.0 -0.7 0.15
H 2.993 -1.136 -0.168 0.1 -1.6 0.2 0.08
H 3.816 0.397 0.389 -2.5 -0.6 -0.2 0.16
H -2.417 -0.249 -0.857 0.0 0.6 1.2 0.12
H -1.737 0.303 0.824 -0.9 0.6 -0.1 0.11
H -1.844 1.375 -0.725 -0.6 2.5 -0.1 0.07

=====

18
Properties=species:S:1:pos:R:3:forces:R:3:lowdin_charge:R:1 method="wB97M-V/def2-TZVPD" homo_energy_ha=-0.47424 e_lumo_ha=-0.11631 total_charge=+1
C 1.685 -0.728 -0.067 0.3 -1.1 1.4 0.00
C 0.607 -1.494 0.322 4.2 -0.1 -1.1 -0.29
C 0.044 0.635 0.161 -5.1 2.8 0.5 -0.15
C 0.450 -2.928 0.638 -0.6 1.2 0.9 0.02
C -1.438 1.767 -0.777 1.6 -1.2 1.1 -0.06
N 1.306 0.590 0.037 3.4 1.3 -2.2 0.09
N -0.330 -0.582 0.505 -2.3 -0.1 -0.3 0.11
N -1.284 3.053 -0.537 2.5 2.1 -3.5 0.04
H 2.697 -0.936 -0.207 1.2 -0.7 -0.2 0.12
H -0.578 -3.127 0.354 -0.2 -0.8 0.4 0.09
H 1.120 -3.573 0.122 0.5 -0.3 -0.4 0.09
H 0.645 -2.964 1.724 -0.5 -0.7 -0.4 0.11
H -1.312 1.453 -1.804 0.3 -0.3 0.1 0.11
H -2.207 1.289 -0.212 -0.5 -0.2 0.1 0.09
H 1.908 1.425 -0.171 -0.9 -1.5 0.1 0.20
H -1.252 -0.874 0.681 -1.4 0.1 0.2 0.16
H -1.527 3.378 0.343 -0.3 1.0 1.7 0.08
H -0.533 3.615 -1.114 -2.4 -1.5 1.8 0.18